23
Properties=species:S:1:pos:R:3:forces:R:3 method="wB97M-V/def2-TZVPD" lumo_energy_ev=0.69 smiles=CCN(C)CCO.O gap_ev=8.8 max_force_ev_per_a=1.9 homo_energy_ev=-8.14 e_tot_ev=-11012.1036
C -0.1413 -0.7052 2.3963 0.06 0.00 -0.09
C -0.2829 -0.1521 0.9733 0.43 -0.85 0.85
N 0.6388 -0.8159 0.0689 0.28 -0.43 -0.85
C 0.7134 -2.2665 0.1791 0.09 0.36 0.64
C 0.3970 -0.3979 -1.3254 0.55 0.98 1.50
C 1.1103 0.9369 -1.6141 -0.77 -0.08 -0.84
O 0.1191 1.9521 -1.8657 0.22 -0.01 0.17
H 0.9130 -0.9279 2.5700 -0.06 0.15 0.33
H -0.7099 -1.6222 2.5276 0.06 -0.23 -0.10
H -0.5278 -0.0252 3.1572 0.18 0.17 -0.14
H 0.0124 0.8973 0.9940 -0.62 0.14 -0.26
H -1.3133 -0.3469 0.6549 -0.18 0.66 -0.18
H 1.2703 -2.5224 1.0765 0.01 -0.13 0.18
H -0.2583 -2.7763 0.2615 -0.04 -0.02 -0.36
H 1.3091 -2.6356 -0.6498 -0.20 -0.21 -0.13
H 0.7808 -1.1908 -1.9574 -0.30 0.08 -0.35
H -0.6613 -0.1479 -1.4455 -0.19 -0.54 -0.52
H 1.6305 0.8277 -2.5611 0.60 0.02 0.02
H 1.7842 1.2144 -0.8040 0.02 -0.10 -0.05
H 0.3491 2.7499 -1.3880 0.07 0.01 0.03
O -2.2987 2.3619 -0.2320 0.13 -0.65 0.84
H -2.9774 2.3880 -0.9037 0.07 0.55 -0.24
H -1.8570 3.2047 -0.1129 -0.41 0.14 -0.45


9
Properties=species:S:1:pos:R:3:forces:R:3 method="wB97M-V/def2-TZVPD" lumo_energy_ev=0.81 smiles=CS.O gap_ev=10.2 max_force_ev_per_a=1.1 homo_energy_ev=-9.43 e_tot_ev=-14016.6216
C 0.0000 0.0000 0.0000 0.39 0.14 -0.02
S -1.6390 -0.8183 -0.1833 0.79 -0.21 0.23
H 0.6411 -0.1800 -0.8793 -0.35 -0.01 0.34
H 0.5608 -0.2800 0.9076 -0.52 -0.08 -0.35
H -0.2348 1.0766 0.0497 0.34 -0.69 0.12
H -1.2306 -2.0961 -0.0320 -0.11 0.28 -0.05
O -1.7376 2.2455 -0.6784 -0.43 -0.67 -0.39
H -2.3168 1.6239 -0.1821 0.45 0.67 -0.59
H -1.4008 1.7180 -1.4378 -0.57 0.57 0.71


93
Properties=species:S:1:pos:R:3:forces:R:3 method="wB97M-V/def2-TZVPD" lumo_energy_ev=2.30 total_charge=-1 gap_ev=6.7 max_force_ev_per_a=4.4 homo_energy_ev=-4.44 e_tot_ev=-88118.1761
Sc -0.5038 0.3347 -0.2521 1.03 -0.42 -0.85
C -2.9385 3.1204 1.7683 -0.61 -0.29 1.13
C -1.8927 2.1512 1.8240 -1.83 1.01 -1.78
N -2.1330 1.1431 1.0099 -3.31 -0.15 0.29
N -3.4840 1.3173 0.5355 1.84 1.60 2.19
C -3.9560 2.5136 1.0570 2.00 -1.78 -0.96
B -4.3653 0.1333 0.2456 0.65 -2.87 -0.04
N -3.4491 -1.0018 -0.5096 1.20 1.17 -1.10
C -4.0073 -2.1258 -0.9646 0.69 0.44 -1.27
C -3.3821 -2.4816 -2.1993 -0.38 0.67 0.33
C -2.4351 -1.4767 -2.4553 -0.72 1.04 3.98
N -2.3783 -0.5828 -1.3866 -2.69 -1.82 -0.27
N -4.9948 -0.6111 1.5182 -1.42 1.41 1.39
C -4.4041 -1.2307 2.6092 -0.44 1.43 -1.90
C -5.1344 -0.9506 3.7324 0.21 -0.23 0.57
C -6.2759 -0.2211 3.2708 0.20 -0.11 -0.34
N -6.1899 0.0307 1.9563 1.19 -1.21 0.67
H -3.0261 4.0841 2.2912 0.27 -0.71 -0.32
H -0.9485 2.1950 2.2485 1.63 0.34 0.83
H -4.9306 2.8057 0.7461 -0.54 0.30 0.19
H -5.2718 0.3617 -0.4585 -0.48 0.62 -0.35
H -4.8797 -2.5003 -0.4180 0.50 -0.09 -0.47
H -3.6291 -3.2771 -2.8953 -0.02 0.06 0.42
H -1.7275 -1.2844 -3.2049 0.77 -0.27 -1.06
H -3.5232 -1.7874 2.3582 0.48 -0.20 0.47
H -4.7627 -1.1420 4.7530 -0.78 -0.18 -0.64
H -7.1876 0.0134 3.8810 1.11 0.12 -0.89
C 2.4352 7.0587 -0.5363 -2.13 1.23 0.13
C 2.0423 5.7118 -0.1021 0.29 -1.52 1.46
C 2.8997 4.8875 0.6908 -0.34 2.66 -1.40
C 2.4557 3.6968 1.0760 -0.21 -1.71 0.02
C 1.3424 3.0477 0.4808 -0.41 0.88 -1.11
N 1.2325 1.7272 0.4795 -0.69 -2.95 -0.82
C 2.3710 0.8781 0.4012 -0.57 -0.56 2.88
C 3.4620 1.1222 -0.4097 0.50 1.69 -1.34
C 4.6858 0.4904 -0.3004 -0.85 -1.05 2.27
C 4.8944 -0.4663 0.7745 0.01 2.36 -2.55
C 6.3092 -0.8591 1.0677 -0.25 0.06 -0.02
C 3.7951 -0.8464 1.4757 -0.50 -0.22 0.38
C 2.5256 -0.2265 1.3258 1.79 1.19 -2.09
N 1.4896 -0.6346 2.1135 -4.05 -0.79 1.47
C 1.4886 -1.6206 3.0612 0.05 0.30 -0.88
C 0.2018 -1.8276 3.4962 -0.79 0.21 1.44
C -0.6132 -0.8478 2.8747 2.77 0.32 -2.28
N 0.1604 -0.1660 1.9123 0.09 -2.15 3.11
C 0.4038 3.8792 -0.2018 2.47 0.49 1.36
C 0.7828 5.2119 -0.3503 -0.18 1.81 -0.68
N -0.7936 3.5207 -0.7652 -3.46 -1.58 -1.45
C -1.8129 4.4142 -0.9350 -0.30 -0.72 -0.70
C -2.8240 3.8068 -1.6782 1.13 -0.87 0.45
C -2.3831 2.4596 -1.9111 1.51 0.91 1.23
N -1.1662 2.2514 -1.3463 -0.61 2.91 0.34
H 3.1700 7.0110 -1.2861 1.17 0.05 -1.00
H 2.7900 7.6732 0.2935 0.01 0.14 -0.12
H 1.5202 7.5394 -1.0145 1.20 -0.23 0.63
H 3.8884 5.2486 0.9445 -0.01 0.03 0.31
H 3.0567 3.1263 1.7402 0.45 -0.74 0.32
H 3.3298 2.0180 -1.0779 0.33 -1.19 0.41
H 5.5113 0.7987 -0.8875 0.62 0.26 -0.59
H 6.4268 -1.3277 2.0335 -0.04 0.28 0.63
H 6.9491 0.0426 0.9670 -0.14 -0.84 0.08
H 6.5931 -1.6568 0.4072 0.57 -0.13 -0.78
H 4.0413 -1.6368 2.1787 -0.76 0.08 0.31
H 2.4104 -2.1402 3.3037 -0.40 0.19 0.03
H -0.1024 -2.5431 4.3027 0.34 0.88 -1.06
H -1.6691 -0.6232 2.9947 0.35 -0.11 -0.25
H 0.0901 6.0069 -0.7148 0.47 -1.12 -0.21
H -1.7633 5.4380 -0.5208 -0.09 -1.07 -0.37
H -3.7962 4.2196 -1.8467 -0.18 0.09 -0.34
H -2.8474 1.5715 -2.3459 -0.02 0.63 0.11
B 1.8790 0.6727 -4.5911 0.94 0.16 0.12
C 1.1618 0.5826 -3.2158 -1.31 -0.97 3.29
N 0.6096 0.3527 -2.1936 1.39 0.82 -2.74
H 2.7808 -0.1517 -4.5861 -0.39 -0.30 -0.06
H 0.9847 0.4877 -5.3484 -0.20 -0.14 -0.74
H 2.4801 1.7129 -4.7483 -0.38 0.34 0.06
O -1.5025 -3.1005 0.5644 0.76 1.16 -0.43
C -0.5034 -2.8126 -0.0965 0.87 0.17 -0.64
O 0.0233 -1.6362 -0.4315 -1.31 -1.34 1.26
C 0.3320 -3.9573 -0.6529 0.71 -0.45 1.17
C 1.6815 -3.7402 -1.0154 -0.43 1.87 0.74
C 2.5227 -4.7228 -1.4914 0.00 -1.86 -0.98
C 1.9793 -6.0099 -1.4940 -0.95 0.40 1.04
O 2.4631 -7.1400 -2.0944 -0.37 0.07 -0.22
C 1.4885 -8.1828 -1.8575 0.91 1.37 2.28
O 0.3020 -7.5439 -1.2886 1.20 -1.23 -0.67
C 0.7086 -6.2726 -0.9241 -0.13 0.75 -1.53
C -0.1845 -5.2714 -0.5553 0.74 0.22 -1.04
H 2.0922 -2.7109 -0.8544 -0.62 -0.93 -0.57
H 3.4599 -4.5618 -2.0455 -0.36 0.22 0.72
H 1.9794 -8.8186 -1.0827 -0.71 -0.01 -0.45
H 1.3508 -8.6906 -2.7839 -0.74 -0.37 -0.55
H -1.2614 -5.4515 -0.4390 0.67 0.04 0.36


We obtain energy above the lowest of the compared OMol25 structures with the same formula, charge and spin values of 42.49, 5.14, 24.76 kcal/mol for the records listed above, in that order.